[1]
{
  "formula": "C4H6BrN3O",
  "method": "the ωB97M-V functional and the def2-TZVPD basis",
  "elements": ["C", "C", "C", "C", "N", "N", "N", "O", "Br", "H", "H", "H", "H", "H", "H"],
  "xyz": [[2.930, -1.190, 0.002], [-0.777, 1.053, -1.059], [-1.279, -0.377, 0.887], [-0.470, 0.727, 0.351], [3.999, -1.586, 0.008], [1.332, 0.236, 0.477], [1.632, -0.797, -0.165], [0.917, -1.492, -0.914], [-0.618, 2.084, 1.681], [-0.963, 2.156, -1.248], [-1.720, 0.566, -1.271], [-0.161, 0.672, -1.897], [-1.546, -1.175, 0.204], [-2.247, 0.037, 1.080], [-1.028, -0.913, 1.864]],
  "nbo_charge": [0.373, -0.707, -0.711, 0.123, -0.227, -0.171, 0.203, -0.455, 0.099, 0.242, 0.236, 0.269, 0.240, 0.239, 0.249],
  "lumo_ev": -0.55,
  "e_homo_ev": -10.76,
  "relative_energy_kj_mol": 399.2,
  "largest_force_ev_per_a": 4.20,
  "orbital_gap_ev": 10.207
}

[2]
{
  "formula": "C8H10ClNO2Pt",
  "method": "the ωB97M-V functional and the def2-TZVPD basis",
  "elements": ["Cl", "C", "C", "C", "H", "C", "C", "H", "H", "H", "C", "Pt", "C", "O", "C", "O", "H", "H", "H", "N", "H", "H", "H"],
  "xyz": [[0.378, 4.335, -0.373], [-2.016, -0.665, -0.425], [-1.303, -1.812, -0.619], [0.014, -1.537, -1.129], [-1.687, -2.828, -0.541], [0.157, -0.137, -1.356], [-1.097, 0.481, -0.846], [-1.366, 1.509, -1.148], [-3.057, -0.507, -0.271], [0.774, -2.308, -1.433], [1.138, 0.615, -2.159], [0.098, 0.174, 0.974], [1.876, 1.037, 1.045], [2.910, 1.447, 1.344], [-1.015, 1.527, 1.998], [-1.590, 2.168, 2.764], [2.141, 0.333, -1.899], [0.999, 1.667, -1.935], [1.010, 0.418, -3.225], [0.386, -1.344, 2.229], [-0.556, -1.667, 2.351], [0.861, -0.979, 3.039], [0.945, -1.930, 1.615]],
  "mulliken_spin": [1.012, 0.398, 0.280, 0.263, 0.007, 0.351, 0.108, 0.012, 0.006, 0.002, 0.013, 0.990, 0.204, 0.006, 0.136, 0.015, 0.023, -0.005, 0.030, 0.151, -0.002, -0.004, 0.005],
  "total_charge": 2,
  "lumo_ev": [-7.41, -12.02],
  "e_homo_ev": [-16.33, -17.85],
  "relative_energy_kj_mol": 122.9,
  "largest_force_ev_per_a": 5.23,
  "spin_multiplicity": 5,
  "orbital_gap_ev": [8.915, 5.822]
}

[3]
{
  "formula": "C12H11N3",
  "method": "the ωB97M-V functional and the def2-TZVPD basis",
  "elements": ["C", "C", "C", "C", "C", "C", "C", "C", "C", "C", "C", "C", "N", "N", "N", "H", "H", "H", "H", "H", "H", "H", "H", "H", "H", "H"],
  "xyz": [[-0.615, 2.479, -0.609], [3.245, -0.930, -0.779], [2.047, -1.768, -0.927], [3.127, 0.251, -0.121], [0.952, -1.353, -0.337], [1.976, 0.795, 0.373], [-3.070, -0.855, -1.343], [-1.753, -0.455, -1.155], [-2.788, -0.474, 0.746], [0.859, -0.082, 0.270], [-0.644, 1.095, 1.960], [-0.410, 0.312, 0.671], [-0.286, 3.549, -0.807], [-3.720, -0.822, -0.119], [-1.546, -0.197, 0.214], [4.060, -1.263, -1.365], [2.259, -2.645, -1.571], [3.946, 0.958, -0.035], [0.058, -1.954, -0.330], [1.883, 1.690, 0.820], [-3.539, -1.155, -2.258], [-0.920, -0.532, -1.910], [-2.978, -0.719, 1.763], [0.098, 1.910, 2.004], [-0.604, 0.592, 2.960], [-1.636, 1.573, 1.883]],
  "nbo_charge": [-0.106, -0.137, -0.207, -0.218, -0.166, -0.067, -0.072, -0.058, 0.194, -0.205, -0.702, 0.593, -0.576, -0.398, -0.454, 0.223, 0.233, 0.223, 0.226, 0.231, 0.224, 0.248, 0.212, 0.264, 0.244, 0.253],
  "lumo_ev": -2.06,
  "e_homo_ev": -8.97,
  "relative_energy_kj_mol": 490.9,
  "largest_force_ev_per_a": 5.94,
  "orbital_gap_ev": 6.909
}

[4]
{
  "formula": "C12H5BCl5F4N5Ni",
  "method": "the ωB97M-V functional and the def2-TZVPD basis",
  "elements": ["Ni", "Cl", "C", "C", "C", "Cl", "C", "Cl", "C", "Cl", "C", "Cl", "N", "C", "N", "C", "N", "C", "C", "N", "C", "C", "N", "H", "H", "H", "H", "H", "F", "B", "F", "F", "F"],
  "xyz": [[-0.453, -0.413, 0.002], [2.835, -0.221, 0.491], [2.247, -1.805, 0.160], [0.879, -2.022, -0.051], [0.575, -3.380, -0.284], [-0.985, -3.922, -0.693], [1.544, -4.393, -0.276], [1.096, -6.028, -0.571], [2.877, -4.106, -0.046], [4.065, -5.344, -0.040], [3.234, -2.790, 0.170], [4.887, -2.398, 0.454], [1.674, 3.599, -0.031], [1.857, 2.283, -0.037], [0.681, 1.668, -0.018], [-0.184, 2.722, -0.019], [0.369, 3.907, -0.022], [-1.609, 2.505, -0.061], [-2.507, 3.558, -0.074], [-3.816, 3.355, -0.144], [-4.198, 2.089, -0.212], [-3.297, 1.029, -0.201], [-1.987, 1.226, -0.110], [2.368, 4.328, -0.040], [2.841, 1.864, -0.054], [-2.147, 4.578, -0.035], [-5.260, 1.889, -0.278], [-3.654, 0.027, -0.266], [-2.108, -1.431, 0.238], [-3.476, -2.298, 0.416], [-4.455, -1.395, 0.793], [-3.207, -3.174, 1.422], [-3.730, -2.827, -0.816]],
  "nbo_charge": [1.193, -0.020, 0.012, -0.350, -0.086, 0.091, -0.092, 0.066, -0.072, 0.069, -0.140, 0.052, -0.324, 0.223, -0.546, 0.278, -0.244, 0.099, 0.032, -0.340, 0.010, 0.042, -0.455, 0.431, 0.236, 0.223, 0.220, 0.263, -0.643, 1.392, -0.550, -0.532, -0.537],
  "lumo_ev": [-1.95, -1.99],
  "e_homo_ev": [-8.96, -8.96],
  "relative_energy_kj_mol": 137.7,
  "largest_force_ev_per_a": 0.71,
  "orbital_gap_ev": [7.009, 6.977]
}

[5]
{
  "formula": "C2H2ClIO2",
  "method": "the ωB97M-V functional and the def2-TZVPD basis",
  "elements": ["C", "C", "O", "O", "Cl", "I", "H", "H"],
  "xyz": [[1.028, 1.305, 1.121], [-1.112, -0.925, -0.007], [2.087, 1.547, 0.761], [-0.004, 1.105, 1.602], [1.577, -0.571, -2.732], [-0.852, 0.001, -1.684], [-1.239, -0.527, 0.943], [-1.486, -1.935, -0.004]],
  "nbo_charge": [1.024, -0.655, -0.481, -0.545, -0.516, 0.751, 0.218, 0.204],
  "lumo_ev": [-1.49, -2.13],
  "e_homo_ev": [-9.32, -9.36],
  "relative_energy_kj_mol": 146.4,
  "largest_force_ev_per_a": 2.09,
  "orbital_gap_ev": [7.824, 7.230]
}

[6]
{
  "formula": "C3H11NO",
  "method": "the ωB97M-V functional and the def2-TZVPD basis",
  "elements": ["C", "C", "O", "C", "H", "H", "H", "H", "H", "H", "H", "H", "N", "H", "H", "H"],
  "xyz": [[0.641, 1.145, 1.496], [-0.388, 0.992, 0.366], [0.063, 0.048, -0.567], [0.934, 0.479, -1.592], [0.446, 2.012, 2.128], [0.653, 0.228, 2.078], [1.600, 1.354, 1.028], [-0.496, 1.976, -0.120], [-1.392, 0.724, 0.683], [1.955, 0.431, -1.218], [0.654, 1.484, -1.917], [0.794, -0.181, -2.444], [-1.520, -2.488, 0.179], [-2.082, -3.071, -0.430], [-0.992, -3.182, 0.705], [-0.870, -1.953, -0.374]],
  "nbo_charge": [-0.635, -0.054, -0.564, -0.244, 0.209, 0.213, 0.202, 0.150, 0.197, 0.171, 0.168, 0.190, -1.078, 0.348, 0.348, 0.379],
  "lumo_ev": 1.09,
  "e_homo_ev": -9.76,
  "relative_energy_kj_mol": 87.1,
  "largest_force_ev_per_a": 1.44,
  "orbital_gap_ev": 10.852
}